Entry 1:
Formula: C5H5N2O2
Source: the Open Molecules 2025 dataset
Level of theory: wB97M-V/def2-TZVPD

E_tot = -453.17777 a.u.
Multiplicity = 1
Net charge = +1
LUMO (alpha / beta) = -0.28618 / -0.28618 Ha
HOMO-LUMO gap (alpha / beta) = 7.82 / 7.82 eV

XYZ file:
```
14
C5H5N2O2 wB97M-V/def2-TZVPD
C 0.65 -0.12 -0.11
C -0.15 -0.59 0.97
C -1.75 1.12 0.36
C 0.12 0.85 -1.08
C -1.37 -0.03 1.18
N -4.04 -0.89 -1.06
N -3.22 -0.82 -0.31
O -2.58 1.86 0.82
O -1.10 1.42 -0.76
H 1.62 -0.59 -0.17
H 0.39 -1.41 1.57
H 0.71 1.69 -1.25
H -0.05 0.45 -2.00
H -2.12 -0.29 1.90
```

---

Entry 2:
Formula: C46H41O29PSi
Source: the Open Molecules 2025 dataset
Level of theory: wB97M-V/def2-TZVPD

E_tot = -4590.48999 a.u.
Multiplicity = 1
Net charge = 0
LUMO = -0.06210 Ha
HOMO-LUMO gap = 7.53 eV

XYZ file:
```
118
C46H41O29PSi wB97M-V/def2-TZVPD
C 11.69 -2.66 -1.01
Si 10.32 -1.81 -0.09
C 11.06 -0.42 0.90
C 9.49 -3.05 1.05
O 9.19 -1.06 -1.11
P 8.24 -1.73 -2.17
O 7.92 -0.87 -3.30
O 8.89 -3.13 -2.55
O 7.01 -2.27 -1.29
C 6.21 -1.30 -0.63
O 4.91 -1.44 -1.15
C 3.95 -0.86 -0.34
C 3.69 0.50 -0.45
C 2.73 1.07 0.37
C 2.04 0.29 1.28
C 2.29 -1.07 1.36
C 3.25 -1.65 0.55
H 12.54 -2.78 -0.33
H 12.02 -2.12 -1.91
H 11.39 -3.66 -1.33
H 10.34 0.36 1.14
H 11.89 0.03 0.34
H 11.48 -0.82 1.83
H 9.79 -2.81 2.08
H 9.86 -4.06 0.84
H 8.40 -3.04 1.01
H 8.66 -3.85 -1.94
H 6.21 -1.52 0.44
H 6.59 -0.29 -0.80
H 4.24 1.10 -1.17
H 2.54 2.14 0.30
H 1.30 0.75 1.92
H 1.75 -1.71 2.06
H 3.47 -2.71 0.59
C 0.27 6.18 -2.61
C 1.24 5.83 -1.75
C 1.82 4.43 -1.73
O 2.71 4.23 -0.92
C 1.31 3.44 -2.64
C 0.33 3.79 -3.49
C -0.24 5.19 -3.53
O -1.11 5.40 -4.36
O -0.22 2.97 -4.37
O 1.77 6.65 -0.87
H -0.16 7.18 -2.64
H 1.72 2.44 -2.61
H -0.89 3.49 -4.86
H 2.45 6.13 -0.39
C 0.20 -5.16 6.32
C 1.10 -4.49 5.58
C 0.73 -3.81 4.29
O 1.62 -3.22 3.71
C -0.64 -3.90 3.82
C -1.54 -4.57 4.55
C -1.18 -5.24 5.86
O -2.06 -5.81 6.47
O -2.80 -4.70 4.19
O 2.37 -4.36 5.91
H 0.45 -5.65 7.25
H -0.89 -3.42 2.88
H -3.26 -5.23 4.86
H 2.78 -3.83 5.20
C -4.58 -10.10 4.95
C -4.59 -11.16 5.77
C -3.34 -11.70 6.41
O -3.46 -12.66 7.15
C -2.08 -11.05 6.11
C -2.06 -9.99 5.29
C -3.32 -9.44 4.67
O -3.23 -8.46 3.95
O -0.94 -9.36 4.96
O -5.69 -11.83 6.10
H -5.48 -9.71 4.50
H -1.18 -11.45 6.56
H -1.19 -8.63 4.36
H -5.40 -12.54 6.70
C -1.90 10.29 -5.35
C -1.96 8.96 -5.53
C -3.08 8.31 -6.32
O -3.04 7.11 -6.44
C -4.13 9.16 -6.87
C -4.05 10.48 -6.68
C -2.92 11.13 -5.91
O -2.96 12.35 -5.82
O -4.95 11.34 -7.14
O -1.08 8.12 -5.04
H -1.10 10.77 -4.79
H -4.93 8.69 -7.42
H -4.65 12.23 -6.86
H -1.35 7.20 -5.28
C -6.92 -9.89 0.60
C -6.01 -9.03 1.07
C -5.60 -7.79 0.30
O -4.78 -7.06 0.83
C -6.20 -7.54 -0.99
C -7.11 -8.41 -1.46
C -7.53 -9.64 -0.68
O -8.37 -10.35 -1.20
O -7.72 -8.29 -2.63
O -5.39 -9.17 2.23
H -7.21 -10.78 1.14
H -5.90 -6.66 -1.54
H -8.32 -9.05 -2.70
H -4.78 -8.41 2.34
C -6.15 13.51 -2.07
C -5.04 13.14 -2.72
C -4.02 12.20 -2.11
O -3.05 11.93 -2.80
C -4.24 11.70 -0.77
C -5.36 12.07 -0.13
C -6.39 12.99 -0.74
O -7.37 13.24 -0.06
O -5.67 11.68 1.10
O -4.73 13.56 -3.94
H -6.89 14.18 -2.50
H -3.51 11.04 -0.34
H -6.53 12.10 1.30
H -3.88 13.16 -4.20
```

---

Entry 3:
Formula: C5H12O2
Source: the Open Molecules 2025 dataset
Level of theory: wB97M-V/def2-TZVPD

E_tot = -348.07734 a.u.
Multiplicity = 2
Expectation value of S² = 0.75
Net charge = -1
LUMO (alpha / beta) = 0.13885 / 0.13222 Ha
HOMO-LUMO gap (alpha / beta) = 2.93 / 10.10 eV

XYZ file:
```
19
C5H12O2 wB97M-V/def2-TZVPD
C 0.96 -1.11 0.17
C 0.47 -1.50 -1.01
C -0.11 -0.84 1.29
C -1.37 -0.16 0.90
C -2.48 -0.79 0.55
H 1.98 -1.12 0.51
H 1.07 -1.74 -1.87
H -0.58 -1.56 -1.21
H -0.24 -1.75 1.94
H 0.47 -0.27 2.06
H -1.33 0.93 1.01
H -3.36 -0.33 0.13
H -2.58 -1.88 0.67
H -0.19 2.98 -1.82
H 0.74 2.31 -2.74
O -0.23 2.40 -2.62
H 1.86 1.82 0.07
H 2.39 0.88 1.20
O 2.53 1.73 0.77
```

---

no.,largest force on an atom (eV Å⁻¹)
1,4.33
2,0.63
3,2.97